[1]
Computed, not measured: a molecular structure, C9H32F2Hf2O17P3 in a non-equilibrium geometry, with ωB97M-V with the def2-TZVPD basis set.

E_LUMO: -5.5 eV
Spin multiplicity: 1
Orbital gap: 5.79 eV
Total charge: +1
HOMO level: -11.27 eV
Total energy: -80575.3353 eV

Positions of all 65 atoms, in Å:
1 Hf 2.0179 -1.0174 0.6522
2 Hf 0.5010 1.9974 2.2125
3 P 3.1831 0.7138 2.8330
4 P 0.3542 1.0235 -0.5827
5 P -0.6701 -1.2287 2.9958
6 F -0.1336 -1.6083 4.4055
7 F -2.0634 -1.8912 2.7974
8 O 3.1250 -0.4433 -1.4583
9 O 0.4469 -0.5417 -0.9297
10 O 2.6061 2.1720 2.5749
11 O 3.0723 -2.0674 -3.6574
12 O -0.8485 0.2758 3.0318
13 O -1.7493 2.9386 2.5142
14 O -0.6515 1.8777 0.2674
15 O 1.1630 -3.1396 -0.2628
16 O 0.9880 3.9873 0.7918
17 O -3.3347 2.2012 0.3510
18 O 1.6485 1.2559 0.2307
19 O 0.2856 -1.8576 1.9971
20 O 0.3043 0.3063 0.8002
21 O -1.0917 -2.5110 -1.7490
22 O 3.7108 0.2260 4.1357
23 O 3.7459 0.1179 1.4877
24 O 1.8355 0.0173 2.6388
25 C -4.2467 1.1157 0.2201
26 C 3.9957 0.5913 -1.8796
27 C 2.1664 4.6302 0.3022
28 C -2.3073 -2.3285 -2.4834
29 C -2.3601 3.3068 3.7818
30 C -2.0393 -1.8269 -3.8964
31 C 1.0007 -4.3794 0.4306
32 C -3.9971 0.0918 1.3213
33 C 1.6629 -2.3536 -3.7104
34 H -2.8031 -3.2973 -2.4069
35 H 2.4283 5.5489 0.8298
36 H 3.4779 -2.3721 -4.4714
37 H 0.4324 -3.1462 -0.9214
38 H 1.3797 -2.5414 -4.7482
39 H -2.6038 4.3704 3.6988
40 H 1.3485 -5.2721 -0.0974
41 H -4.8307 -0.5861 1.5119
42 H -3.3529 2.8935 3.9570
43 H -2.9295 -1.6358 -1.9031
44 H -1.6436 3.1182 4.5749
45 H -4.1364 0.6566 -0.7672
46 H -3.0328 -1.7349 -4.3452
47 H -3.1462 -0.5008 0.9906
48 H -3.8394 0.6163 2.2633
49 H -2.4261 1.8953 0.1491
50 H 1.3546 -3.2909 -3.2412
51 H 4.9778 0.5078 -1.4218
52 H 3.0220 3.9932 0.5444
53 H 4.0496 0.8004 -2.9489
54 H -0.0753 -4.5566 0.5284
55 H -5.2596 1.5164 0.2697
56 H -1.6051 -0.8317 -3.8250
57 H 2.9028 -0.9978 -2.2342
58 H 2.2226 4.7787 -0.7746
59 H 1.4704 -4.3199 1.4101
60 H -0.6568 -1.6485 -1.6239
61 H 1.1010 -1.5228 -3.2937
62 H 0.2809 4.2879 0.2049
63 H 3.5835 1.5596 -1.5643
64 H -1.5024 -2.5828 -4.4633
65 H -2.5088 2.6426 1.9547



[2]
Computed, not measured: 7 unconnected molecules or ions with the total composition C9H32N4O7 in a non-equilibrium geometry, with ωB97M-V with the def2-TZVPD basis set.

E_LUMO: 0.1 eV
Spin multiplicity: 1
Orbital gap: 8.49 eV
ΔE to the lowest compared entry with this formula, charge and spin: 4.071 eV
HOMO level: -8.35 eV
SMILES string: NC(N)=O.NC(N)=O.CCO.CCO.CO.CO.CO
Total energy: -30141.0735 eV

Positions of all 52 atoms, in Å:
1 O 1.8911 1.2341 0.4138
2 O 3.2421 2.7011 -2.5592
3 O 2.6751 -4.6789 -1.5512
4 O -1.7159 -1.9759 1.9158
5 O -2.5379 0.9441 1.5688
6 O -0.0479 3.9451 2.2428
7 O -0.0969 -0.8489 0.1038
8 N 2.9961 -0.8879 0.4348
9 N 3.6801 0.6061 -0.9282
10 N -1.2179 2.6551 3.8708
11 N 0.0521 1.5131 2.4218
12 C -0.4559 2.6721 2.8178
13 C 2.8141 0.2911 -0.0782
14 C 1.8301 -4.1439 -0.5922
15 C -0.5479 -0.4659 -1.1562
16 C -2.8389 -2.5369 1.2558
17 C -4.6669 1.5311 0.7448
18 C -3.2159 1.9711 0.7908
19 C 2.2251 2.1281 -3.3632
20 C 0.2281 -1.0749 -2.2742
21 H -1.5709 1.0231 1.6028
22 H -1.2019 -1.3809 1.3428
23 H 0.6411 1.6211 1.5948
24 H 2.4021 -1.2589 1.2648
25 H -5.1369 1.4941 1.7078
26 H -1.6169 -0.7109 -1.3602
27 H -3.0029 -3.4779 1.6628
28 H -0.1329 -0.8159 -3.2782
29 H 0.9111 -4.5679 -0.7692
30 H 3.5281 -1.6359 -0.0522
31 H 1.2721 -0.7609 -2.1632
32 H -0.4819 0.5911 -1.0842
33 H 1.2271 2.1221 -2.9222
34 H -2.5519 -2.7159 0.2278
35 H 1.6171 -3.0369 -0.7132
36 H 0.0531 0.6391 2.9778
37 H 4.0321 2.9821 -3.0302
38 H 0.7331 -0.4079 0.1728
39 H 2.1791 2.8131 -4.2282
40 H 3.5821 1.4911 -1.4792
41 H -4.7419 0.5221 0.2808
42 H -3.7929 -1.8589 1.0768
43 H -5.1869 2.2561 0.0998
44 H -3.1109 2.9591 1.2348
45 H 2.8481 -5.5579 -1.2802
46 H 4.3481 0.0561 -1.4152
47 H -2.6959 2.0341 -0.1972
48 H 0.1901 -2.1719 -2.1102
49 H 2.6281 1.1961 -3.8072
50 H -1.6059 1.7821 4.2168
51 H 2.2911 -4.2559 0.3988
52 H -1.9439 3.4551 3.9508



Q: Which value of spin multiplicity does entry 2 give?
A: 1



Q: The highest orbital gap belongs to which entry?
A: C9H32N4O7



Q: Which value of HOMO level does entry 2 give?
A: -8.35 eV



Q: What is the HOMO level in the first record?
A: -11.27 eV